DFT (ωB97M-V/def2-TZVPD) results for a molecular structure, C63H44BrMgN6 in a non-equilibrium geometry.

E_LUMO (alpha / beta) = 1.034 / 1.342 eV
Total charge = -1
Orbital gap (alpha / beta) = 4.92 / 5.20 eV

Last column: Löwdin charge in e.
Element x y z (Å)
Mg1 -0.766 0.833 0.385  0.542
C1 -2.434 1.883 7.918  -0.106
C2 -3.458 1.547 7.044  -0.091
C3 -3.175 1.385 5.698  -0.039
C4 -1.879 1.641 5.190  -0.186
C5 -0.897 2.162 6.032  -0.045
C6 -1.203 2.227 7.393  -0.101
C7 -1.493 1.378 3.772  -0.040
C8 -0.893 2.444 3.007  -0.243
C9 -0.688 3.750 3.558  -0.028
C10 -0.081 4.477 2.517  -0.031
C11 0.291 3.548 1.483  -0.231
N1 -0.260 2.317 1.787  0.072
C12 0.983 3.826 0.241  -0.018
C13 0.244 3.495 -0.949  -0.218
C14 0.090 4.365 -2.121  -0.022
C15 -0.735 3.705 -3.003  -0.010
C16 -0.972 2.434 -2.384  -0.236
C17 -1.684 1.334 -3.039  -0.021
C18 -1.968 1.333 -4.524  -0.218
C19 -3.273 1.258 -4.968  -0.051
C20 -3.461 0.991 -6.304  -0.104
C21 -2.417 0.922 -7.210  -0.092
C22 -1.091 1.077 -6.747  -0.076
C23 -0.892 1.290 -5.400  -0.036
C24 -2.231 0.190 -2.346  -0.243
N2 -2.281 0.009 -1.000  0.079
C25 -2.893 -1.237 -0.758  -0.196
C26 -3.225 -1.806 0.490  -0.074
C27 -4.147 -2.916 0.462  -0.213
C28 -5.247 -2.840 -0.409  -0.089
C29 -6.028 -3.914 -0.622  -0.083
C30 -5.734 -5.158 0.074  -0.080
C31 -4.727 -5.170 1.016  -0.097
C32 -3.856 -4.100 1.106  -0.041
C33 -2.739 -1.253 1.712  -0.213
C34 -3.117 -1.805 3.003  -0.013
C35 -2.650 -0.913 3.964  -0.017
C36 -1.947 0.157 3.236  -0.214
N3 -1.914 -0.158 1.870  0.088
C37 -3.139 -1.879 -2.041  -0.002
C38 -2.692 -1.008 -3.013  -0.005
N4 -0.494 2.336 -1.101  0.086
C39 2.308 4.526 0.164  -0.107
C40 3.006 4.705 -1.053  -0.068
C41 4.178 5.373 -1.066  -0.095
C42 4.703 6.050 0.100  -0.090
C43 4.078 5.817 1.323  -0.117
C44 2.962 5.014 1.373  -0.019
H1 -2.561 1.887 9.022  0.108
H2 -4.470 1.499 7.358  0.088
H3 -3.907 0.972 4.985  0.121
H4 0.118 2.498 5.690  0.136
H5 -0.428 2.608 8.059  0.098
H6 -1.119 4.106 4.487  0.098
H7 0.258 5.499 2.575  0.092
H8 0.525 5.360 -2.195  0.106
H9 -1.080 3.981 -3.964  0.095
H10 -4.093 1.319 -4.245  0.133
H11 -4.486 0.974 -6.658  0.098
H12 -2.619 0.859 -8.274  0.093
H13 -0.315 1.075 -7.485  0.091
H14 0.131 1.414 -5.076  0.115
H15 -5.480 -1.778 -0.663  0.146
H16 -6.946 -3.820 -1.229  0.105
H17 -6.258 -6.049 -0.280  0.092
H18 -4.514 -6.073 1.607  0.106
H19 -2.927 -4.102 1.735  0.122
H20 -3.806 -2.611 3.220  0.097
H21 -2.565 -1.027 5.047  0.108
H22 -3.691 -2.810 -2.171  0.104
H23 -2.737 -1.151 -4.062  0.091
H24 2.546 4.275 -1.934  0.104
H25 4.716 5.520 -2.047  0.113
H26 5.565 6.738 0.111  0.095
H27 4.545 6.270 2.205  0.102
H28 2.482 4.778 2.293  0.085
C45 2.521 -5.238 -4.242  -0.077
C46 2.174 -5.002 -2.828  -0.234
C47 3.075 -4.829 -1.720  -0.017
C48 2.606 -4.474 -0.465  -0.112
C49 1.231 -4.332 -0.291  -0.709
Br1 0.574 -3.800 1.461  0.752
N5 0.367 -4.499 -1.223  0.043
C50 0.804 -4.821 -2.425  -0.102
H29 2.189 -4.417 -4.824  0.064
H30 2.093 -6.134 -4.725  0.085
H31 3.607 -5.270 -4.454  0.084
H32 4.159 -4.932 -1.919  0.117
H33 3.289 -4.448 0.367  0.088
H34 -0.017 -4.942 -3.176  0.125
N6 0.964 -0.070 0.301  0.061
C51 2.095 -0.498 0.270  -0.368
C52 2.807 -1.155 1.497  -0.198
C53 2.220 -0.970 2.755  -0.076
C54 2.843 -1.440 3.889  -0.122
C55 3.975 -2.219 3.852  -0.131
C56 4.540 -2.458 2.616  -0.087
C57 3.933 -1.950 1.415  -0.084
C58 2.972 -0.237 -0.988  -0.154
C59 4.353 -0.031 -0.880  -0.074
C60 5.164 -0.130 -2.002  -0.088
C61 4.524 -0.127 -3.262  -0.147
C62 3.183 -0.112 -3.386  -0.113
C63 2.361 -0.107 -2.221  -0.017
H35 1.263 -0.368 2.785  0.120
H36 2.485 -1.064 4.884  0.113
H37 4.505 -2.405 4.773  0.090
H38 5.417 -3.098 2.519  0.090
H39 4.407 -2.090 0.446  0.094
H40 4.885 0.109 0.067  0.114
H41 6.220 0.038 -1.866  0.088
H42 5.165 -0.216 -4.141  0.091
H43 2.825 -0.042 -4.424  0.097
H44 1.277 -0.074 -2.408  0.107